Record 1
{"formula": "C36H36N6O4Y", "method": "ωB97M-V/def2-TZVPD", "homo_ev": -10.40, "charge": 1, "gap_ev": 8.03, "elements": ["Y", "C", "N", "C", "C", "C", "C", "C", "C", "N", "C", "C", "C", "C", "C", "C", "N", "C", "C", "C", "C", "C", "N", "H", "H", "H", "H", "H", "H", "H", "H", "H", "H", "H", "H", "H", "H", "H", "H", "H", "H", "O", "C", "C", "C", "C", "C", "C", "C", "O", "N", "N", "C", "C", "C", "C", "C", "C", "C", "O", "H", "H", "H", "H", "H", "H", "H", "H", "H", "H", "C", "C", "C", "O", "C", "H", "H", "H", "H", "H", "H", "H", "H"], "xyz": [[-0.180296, 0.228695, 0.371442], [-1.594705, 3.456110, 0.474781], [-0.297581, 2.816293, 0.134031], [0.738687, 3.141911, 1.152251], [0.269593, 2.638892, 2.499934], [0.236316, 3.454358, 3.614576], [-0.304015, 2.959773, 4.792016], [-0.825496, 1.677341, 4.808349], [-0.769906, 0.935117, 3.645098], [-0.225879, 1.394652, 2.515024], [0.086342, 3.236579, -1.222286], [1.300272, 2.520169, -1.757430], [2.027494, 3.074863, -2.780368], [3.175864, 2.400006, -3.193839], [3.548711, 1.232045, -2.574167], [2.741687, 0.722362, -1.548781], [1.620482, 1.360838, -1.159462], [-2.785006, 2.575636, 0.198025], [-3.853665, 3.000451, -0.570538], [-4.949837, 2.160112, -0.719087], [-4.936445, 0.928999, -0.091742], [-3.817068, 0.585411, 0.642308], [-2.759077, 1.379442, 0.790241], [-1.697052, 4.409352, -0.046531], [-1.599275, 3.680385, 1.536634], [0.933583, 4.215480, 1.203952], [1.663151, 2.644849, 0.871947], [0.631292, 4.462154, 3.558372], [-0.332963, 3.577255, 5.681839], [-1.276312, 1.258619, 5.699448], [-1.181179, -0.066826, 3.601196], [0.282376, 4.312500, -1.234626], [-0.766253, 3.057357, -1.884091], [1.726162, 4.015860, -3.227893], [3.782020, 2.800832, -3.998356], [4.443905, 0.694472, -2.868446], [3.875665, -0.950991, -1.275580], [-3.832600, 3.980919, -1.032035], [-5.803023, 2.467605, -1.311771], [-5.767782, 0.242354, -0.171287], [-3.765760, -0.376701, 1.140841], [0.993061, -4.118318, -0.430946], [2.233406, -3.838307, 0.068586], [2.951900, -4.953395, 0.491275], [4.176175, -4.806395, 1.110793], [4.701715, -3.535574, 1.336842], [3.985525, -2.432890, 0.913670], [2.760474, -2.552221, 0.244595], [2.089045, -1.231141, -0.155243], [1.678157, -0.504658, 0.937434], [3.072140, -0.457235, -0.929253], [0.825365, -1.341881, -0.986649], [0.858393, -1.290589, -2.273003], [-0.194894, -0.764886, -3.108395], [0.026899, -0.743993, -4.501039], [-0.810559, -0.066956, -5.350774], [-1.889547, 0.642368, -4.793293], [-2.122836, 0.654201, -3.433372], [-1.295635, -0.062824, -2.548162], [-1.521377, -0.040503, -1.257037], [0.550480, -3.289194, -0.644773], [2.512264, -5.931996, 0.332335], [4.718321, -5.685966, 1.434906], [5.652431, -3.411636, 1.843276], [4.365761, -1.434442, 1.105366], [1.776924, -1.563946, -2.800309], [0.892099, -1.273980, -4.894298], [-0.638883, -0.067376, -6.420923], [-2.556510, 1.195568, -5.448769], [-2.966471, 1.189075, -3.006607], [-2.246560, -3.666774, 2.050950], [-0.960990, -3.736012, 2.906021], [-0.141174, -2.506157, 2.493067], [-1.014498, -1.740229, 1.613311], [-1.879605, -2.696064, 0.953153], [-3.082754, -3.277890, 2.633283], [-2.536798, -4.636645, 1.645854], [-0.396462, -4.642524, 2.697060], [-1.191843, -3.727135, 3.969980], [0.758616, -2.765830, 1.948989], [0.140570, -1.856732, 3.314757], [-1.321556, -3.182757, 0.151431], [-2.713208, -2.151681, 0.521929]], "forces_ev_per_angstrom": [[-1.23, 0.81, 0.55], [0.14, -0.08, -0.10], [-0.07, 0.00, 0.20], [-0.36, -0.01, 0.00], [-0.16, 0.02, -0.23], [0.17, 0.07, 0.16], [0.01, 0.08, 0.09], [-0.03, 0.01, 0.09], [0.11, -0.08, -0.13], [0.07, 0.25, 0.63], [0.02, -0.14, 0.10], [-0.04, -0.06, 0.25], [0.14, 0.10, -0.08], [0.10, 0.00, -0.09], [0.15, 0.06, -0.11], [-0.13, -0.19, 0.33], [-0.07, -0.10, -0.19], [0.12, -0.08, 0.04], [-0.08, 0.10, -0.04], [-0.02, 0.11, -0.06], [-0.09, 0.00, -0.05], [0.16, -0.04, 0.17], [0.01, -0.24, -0.05], [0.01, 0.08, -0.06], [-0.04, 0.03, 0.15], [0.00, 0.13, -0.02], [0.14, -0.06, -0.06], [-0.05, -0.07, 0.02], [0.00, -0.03, -0.05], [0.04, 0.04, -0.07], [-0.01, 0.03, -0.01], [0.00, 0.14, -0.06], [-0.03, -0.10, 0.03], [0.05, -0.12, 0.04], [-0.03, -0.03, 0.05], [-0.08, 0.07, 0.01], [0.05, -0.02, -0.07], [-0.01, -0.06, 0.00], [0.05, 0.00, 0.02], [0.01, 0.02, 0.00], [0.00, 0.04, 0.00], [0.08, 0.13, -0.06], [-0.08, 0.09, 0.18], [0.13, -0.06, 0.05], [0.07, 0.01, 0.02], [-0.05, -0.06, 0.00], [0.02, 0.04, -0.11], [-0.08, 0.01, -0.07], [0.16, -0.04, 0.07], [1.10, -0.78, 0.07], [-0.21, 0.22, -0.12], [0.52, -0.30, -0.19], [-0.15, -0.21, 0.01], [0.28, -0.08, -0.02], [0.06, -0.10, 0.07], [-0.18, 0.12, 0.07], [0.03, -0.04, -0.08], [-0.15, -0.08, -0.11], [-0.04, -0.24, 0.14], [-0.37, 0.19, -1.14], [-0.02, 0.20, -0.19], [0.04, 0.09, 0.01], [0.00, 0.02, -0.01], [-0.11, -0.01, -0.04], [-0.03, -0.07, -0.02], [0.05, 0.03, -0.04], [-0.10, 0.06, 0.05], [-0.03, 0.02, 0.12], [0.07, -0.05, 0.07], [0.08, -0.02, -0.07], [0.06, -0.15, 0.09], [-0.03, -0.02, -0.01], [-0.38, -0.04, -0.11], [-0.02, 0.24, -0.17], [0.19, 0.13, 0.11], [0.03, 0.00, 0.00], [0.02, 0.04, 0.07], [-0.01, -0.02, -0.01], [-0.01, -0.01, -0.02], [0.13, -0.06, -0.07], [0.00, 0.07, 0.08], [-0.06, -0.03, 0.00], [-0.02, 0.05, -0.06]]}

Record 2
{"formula": "C9H8IN", "method": "ωB97M-V/def2-TZVPD", "smiles": "C=C=C1C=CC=C[C@]12CN2I", "homo_ev": -7.98, "charge": 0, "gap_ev": 7.35, "elements": ["C", "C", "C", "C", "C", "C", "C", "C", "C", "N", "I", "H", "H", "H", "H", "H", "H", "H", "H"], "xyz": [[-1.611138, -0.359137, -2.485680], [-1.152756, 0.269468, -1.484842], [-0.503671, 0.488496, -0.360440], [-0.832761, 1.620020, 0.427666], [-0.006930, 1.935925, 1.456103], [1.166930, 1.254775, 1.879221], [1.475155, 0.083872, 1.247100], [0.499056, -0.487618, 0.327210], [1.138006, -1.585134, -0.496030], [0.258177, -1.742994, 0.650718], [-1.687162, -2.689045, 0.448203], [-2.341848, -1.209428, -2.417569], [-1.507304, 0.032211, -3.527806], [-1.759717, 2.113044, 0.206819], [-0.191760, 2.858512, 1.892466], [1.941902, 1.631351, 2.631998], [2.351013, -0.389985, 1.510338], [0.765907, -1.688295, -1.552050], [1.998902, -2.136039, -0.353426]], "forces_ev_per_angstrom": [[-2.30, -0.92, -3.41], [1.90, -0.81, 2.05], [-0.03, -1.03, 0.26], [1.01, -0.17, 1.61], [-1.14, 0.73, -0.71], [2.47, -1.76, -0.36], [-2.09, 3.84, 1.72], [2.22, 4.50, -3.12], [-3.02, -0.28, -1.93], [-2.69, -5.90, 0.70], [1.05, 0.72, 0.04], [0.68, 0.92, 0.26], [0.33, -0.46, 0.86], [0.04, 0.67, -0.03], [-0.56, 1.53, 1.21], [-1.61, -0.12, -1.11], [1.59, -1.44, 0.19], [-0.09, 0.21, 1.27], [2.25, -0.23, 0.49]]}

Record 3
{"formula": "C22H17F3NO8S4", "method": "ωB97M-V/def2-TZVPD", "homo_ev": -3.92, "charge": -1, "gap_ev": 5.74, "elements": ["C", "O", "C", "S", "C", "C", "C", "C", "C", "C", "O", "O", "S", "C", "C", "C", "C", "C", "C", "O", "O", "H", "H", "H", "H", "H", "H", "H", "H", "H", "H", "H", "H", "H", "F", "C", "F", "F", "S", "N", "C", "O", "C", "C", "C", "C", "C", "C", "S", "O", "O", "H", "H", "H", "H"], "xyz": [[-1.631985, 4.429292, -0.680170], [-0.713753, 3.282968, -1.088779], [-0.474207, 2.320837, -0.208537], [-1.849355, 1.164495, 0.089133], [-3.433544, 1.823311, 0.685554], [-3.762690, 1.841230, 2.045456], [-5.082362, 2.113030, 2.422359], [-6.044748, 2.422757, 1.451896], [-5.680602, 2.497557, 0.102953], [-4.372377, 2.205379, -0.279190], [-2.248649, 0.763981, -1.249265], [-1.382768, 0.201383, 1.061786], [0.544524, 2.781054, 1.199620], [2.063842, 1.930652, 0.776514], [2.627028, 1.077133, 1.710769], [3.813959, 0.422239, 1.393077], [4.419044, 0.625890, 0.157532], [3.841926, 1.493638, -0.768021], [2.670689, 2.178057, -0.457335], [0.798719, 4.202708, 1.040466], [0.061228, 2.262461, 2.455905], [-2.332776, 4.553047, -1.506039], [-2.125982, 4.147163, 0.246510], [-0.989087, 5.296649, -0.548269], [-2.989962, 1.645243, 2.787189], [-5.367046, 2.063600, 3.477509], [-7.080334, 2.610324, 1.746526], [-6.412315, 2.757039, -0.662795], [-4.068171, 2.265990, -1.324202], [2.112622, 0.887814, 2.649203], [4.283014, -0.227011, 2.129234], [5.355681, 0.112184, -0.050133], [4.300614, 1.622301, -1.745241], [2.219559, 2.902886, -1.142769], [-0.883016, -0.273097, -3.551338], [0.403307, -0.530396, -3.182724], [0.683132, -1.835732, -3.482312], [1.232602, 0.273850, -3.914336], [0.658989, -0.183847, -1.397168], [1.068726, -1.955296, -0.948926], [0.085246, -2.977835, -0.747005], [-1.120028, -2.798881, -0.795000], [0.860506, -4.234251, -0.489126], [2.186986, -3.955937, -0.183512], [3.069186, -4.930451, 0.292987], [2.644940, -6.266117, 0.316836], [1.311839, -6.570365, -0.042274], [0.397100, -5.562913, -0.399239], [2.532690, -2.225575, -0.153239], [3.647740, -1.832941, -0.981310], [2.433200, -1.714226, 1.190514], [4.071552, -4.653718, 0.625529], [3.323232, -7.079848, 0.613083], [0.981707, -7.610642, -0.060670], [-0.659398, -5.759055, -0.629220]], "forces_ev_per_angstrom": [[1.47, -1.46, -0.54], [-1.39, 2.62, -1.04], [-0.95, -1.81, 2.27], [1.52, 1.20, -0.61], [-0.16, 0.20, 0.30], [-0.12, 0.03, -0.32], [-0.02, 0.08, -0.19], [0.17, -0.06, 0.02], [0.19, -0.02, 0.23], [-0.05, 0.02, 0.18], [-0.06, -0.18, 0.17], [-0.38, -0.13, -0.09], [-1.14, -0.14, -1.71], [0.13, 0.33, 0.56], [0.01, -0.07, -0.22], [0.54, 0.66, 0.04], [0.07, 0.20, 0.59], [-0.16, 0.23, -0.07], [0.18, 0.01, 0.16], [0.29, -0.04, 0.33], [0.35, 0.08, 0.31], [-0.02, 0.03, 0.12], [-0.06, 0.14, 0.01], [-0.15, 0.04, 0.07], [-0.16, -0.18, -0.18], [0.12, 0.08, -0.36], [0.33, -0.05, -0.06], [0.13, -0.02, 0.25], [-0.11, -0.23, 0.31], [0.07, 0.12, -0.16], [-0.14, 0.06, -0.21], [-0.25, 0.10, -0.16], [-0.03, 0.06, 0.15], [0.12, -0.39, 0.17], [1.62, -0.30, 0.05], [-0.22, -0.26, -0.12], [-0.34, 1.39, -0.24], [-0.87, -0.74, 0.20], [0.13, -2.78, 0.75], [-0.52, 1.81, -0.26], [-1.10, 1.39, -0.31], [2.12, -0.76, -0.17], [0.05, -0.74, 0.54], [0.64, -0.96, 0.97], [-0.09, -0.24, -0.28], [-0.63, 0.23, -0.21], [0.03, 0.38, -0.17], [0.34, 0.55, -0.14], [-0.92, 0.66, -0.67], [-0.75, -0.76, 0.46], [0.11, -1.13, -0.66], [-0.28, -0.07, -0.19], [-0.34, 0.54, -0.12], [0.09, 0.31, 0.14], [0.60, -0.05, 0.14]]}

Record 4
{"formula": "C10H18BrClNO8PS2", "method": "ωB97M-V/def2-TZVPD", "smiles": "O=C([O-])[N@@H+]1C[C@H](P(O)Cl)O[C@@H](Br)[C@H]1CCCS.O=S1(=O)OCCO1", "homo_ev": -8.90, "charge": 0, "gap_ev": 8.81, "elements": ["O", "C", "O", "N", "C", "C", "P", "O", "Cl", "O", "C", "Br", "C", "C", "C", "C", "S", "H", "H", "H", "H", "H", "H", "H", "H", "H", "H", "H", "H", "H", "H", "O", "S", "O", "O", "C", "C", "O", "H", "H", "H", "H"], "xyz": [[-0.225469, 0.394974, 4.161688], [0.324856, 1.609931, 4.063893], [0.686590, 2.420307, 5.274463], [0.589799, 2.332675, 2.726211], [-0.424449, 3.444466, 2.652797], [-0.876637, 3.909688, 1.154141], [-2.779975, 4.308416, 1.281190], [-3.281268, 4.879838, -0.285277], [-3.779671, 2.445339, 1.720104], [-0.763695, 2.887395, 0.105493], [0.573768, 2.244006, 0.164848], [2.111439, 3.516037, 0.032023], [0.611233, 1.379849, 1.554817], [1.906716, 0.400479, 1.745473], [2.521997, -0.247178, 0.376111], [1.774325, -1.604579, -0.158926], [0.093291, -1.941541, 0.591506], [1.546670, 2.776192, 2.848691], [-1.356271, 3.197921, 3.353573], [0.085386, 4.395785, 3.163065], [-0.325342, 4.926911, 0.870695], [-2.965305, 4.191888, -0.952872], [0.606817, 1.511946, -0.777118], [-0.395409, 0.739810, 1.580584], [1.660893, -0.445693, 2.547600], [2.764150, 1.061605, 2.238214], [2.614642, 0.483716, -0.533348], [3.640455, -0.573545, 0.637704], [2.522204, -2.519565, -0.006232], [1.634594, -1.514904, -1.341019], [-0.773175, -2.184132, -0.496044], [1.107754, -5.071708, -2.327942], [0.452288, -4.058807, -3.125140], [1.053008, -2.778872, -3.420614], [-1.032791, -3.803982, -2.502644], [-2.018162, -4.067039, -3.500159], [-1.394855, -5.109874, -4.424121], [-0.021098, -4.742799, -4.528167], [-2.217242, -3.133760, -4.036729], [-2.942369, -4.424476, -3.038259], [-1.865176, -5.126985, -5.410162], [-1.444512, -6.109734, -3.980111]], "forces_ev_per_angstrom": [[3.05, 6.79, -2.24], [-1.06, -2.62, 9.27], [-1.58, -3.64, -7.85], [0.41, -0.06, 0.17], [-1.15, 2.64, 0.88], [-0.47, -0.30, -0.24], [-0.72, 1.58, -0.34], [1.89, -3.18, 1.13], [1.13, 0.93, -0.90], [3.08, 0.51, 1.28], [-1.80, -2.01, -0.12], [-0.85, -0.61, 0.10], [-0.23, -1.40, -1.23], [0.61, 0.33, 0.30], [0.69, -0.63, 0.20], [1.30, -0.24, -1.98], [-0.07, -0.03, -0.83], [-1.28, -0.67, -0.16], [2.07, 0.17, -1.71], [-1.18, -2.25, -1.06], [-1.17, -2.24, 0.39], [-0.62, 1.32, 0.80], [0.04, 1.76, 2.26], [2.25, 1.49, 0.01], [0.32, 1.92, -1.88], [-1.69, -1.31, -1.07], [-0.28, -1.09, 1.99], [-2.47, 0.80, -0.55], [-1.94, 1.87, -0.14], [0.30, -0.24, 2.68], [1.44, 0.36, 0.84], [-0.72, 1.68, -0.97], [0.47, -0.38, 0.22], [-0.52, -1.62, 0.40], [0.90, -0.43, -0.29], [-0.41, 0.13, -0.63], [-0.52, -0.43, 0.36], [0.27, 0.91, 0.73], [-0.02, -0.11, 0.01], [0.31, 0.06, 0.12], [0.31, 0.12, 0.09], [-0.09, 0.09, -0.05]]}

Record 5
{"formula": "C10H10Cl2CoO4", "method": "ωB97M-V/def2-TZVPD", "spin_multiplicity": 4, "s_squared": 3.76, "homo_ev": [-0.93, -0.93], "charge": -2, "gap_ev": [6.15, 5.24], "elements": ["C", "C", "C", "H", "C", "C", "H", "H", "H", "H", "Co", "Cl", "C", "C", "C", "H", "C", "C", "H", "H", "H", "H", "O", "Cl", "O", "O", "O"], "xyz": [[2.775194, 0.188402, 1.211161], [1.920123, 1.180440, 0.655802], [1.621801, 0.795175, -0.730226], [1.558773, 2.100291, 1.147320], [2.389526, -0.421635, -0.980094], [3.014729, -0.824862, 0.233402], [3.835968, -1.545776, 0.214381], [3.119067, 0.185499, 2.267709], [1.163208, 1.452392, -1.483431], [2.514673, -0.896058, -1.965527], [0.363403, -0.572622, 0.413472], [-0.043736, -2.053818, 2.345926], [-4.423840, 0.816349, -0.799162], [-4.001456, 0.800055, -2.163732], [-3.422439, 2.071480, -2.461685], [-4.130378, -0.032642, -2.872566], [-3.487814, 2.873817, -1.281913], [-4.106552, 2.098347, -0.254261], [-4.330860, 2.442309, 0.767458], [-4.936772, -0.002171, -0.270706], [-3.027034, 2.390401, -3.438677], [-3.151474, 3.918352, -1.191436], [2.265302, -4.424697, 2.803175], [2.968092, -3.381378, 2.138304], [3.727452, -2.608265, 3.117444], [3.896002, -3.895963, 1.156016], [1.929041, -2.653422, 1.421846]], "forces_ev_per_angstrom": [[-0.59, 0.22, 0.29], [-0.31, -0.44, -0.65], [0.21, -0.05, 0.67], [0.21, -0.74, -0.30], [-0.59, 0.28, 0.55], [0.98, 1.80, -1.62], [-0.84, -0.11, 0.53], [-0.30, -0.21, -1.02], [0.19, -0.50, 0.46], [-0.21, 0.17, 0.70], [1.44, -0.85, 1.76], [-3.38, 2.42, -0.36], [0.13, 0.40, -0.24], [0.00, 0.39, 0.27], [-0.24, -0.09, 0.37], [0.12, 0.42, 0.40], [-0.23, -0.42, -0.06], [0.01, -0.11, -0.48], [0.18, -0.22, -0.54], [0.35, 0.43, -0.27], [-0.16, -0.19, 0.53], [-0.12, -0.57, -0.03], [0.21, -1.24, 0.88], [-0.61, 0.10, -0.81], [-0.69, 0.27, -0.67], [0.61, -0.40, -0.05], [3.63, -0.75, -0.29]]}